Record 1
Below is a structure of composition C10H10Br2CrNO9P2, with properties calculated with ωB97M-V/def2-TZVPD.

Results
Total charge: 0
Highest occupied orbital energy (alpha / beta) (eV): -8.3 / -8.4
ΔE to the lowest compared entry with this formula, charge and spin (kJ/mol): 0.0
2S+1: 4
E_LUMO (alpha / beta) (eV): -0.96 / -1.26
E_tot (Eh): -7994.6029

Atoms and positions in Å:
Cr 0.63038 0.22489 0.87364
O 0.37794 -1.87109 4.23410
P 0.67228 -0.77283 3.15125
O -0.59545 -0.13107 2.63480
O 1.43232 -1.31599 1.96324
O 1.49010 0.33495 3.94275
P 1.57251 1.84590 3.21330
O 0.02022 2.29992 3.25718
O 2.45480 2.73059 3.94179
O 1.82412 1.49615 1.75658
H 1.16541 -2.13731 4.70797
H -0.55235 1.51505 3.26645
Br 2.94246 0.47581 -3.58799
C 1.31897 -0.35805 -3.13791
C 0.52388 -0.94181 -4.12152
C -0.67967 -1.52822 -3.79855
Br -1.76422 -2.22864 -5.18249
C -1.14059 -1.57036 -2.46188
C -2.34364 -2.14114 -2.00669
C -2.64233 -2.07824 -0.66581
C -1.77351 -1.43962 0.22065
N -0.64173 -0.88362 -0.17411
C -0.31744 -0.96828 -1.48266
C 0.92887 -0.34391 -1.79148
O 1.55733 0.21823 -0.82740
H 0.85660 -0.91013 -5.14856
H -3.02092 -2.60661 -2.70555
H -3.55279 -2.51453 -0.28918
H -1.99323 -1.36091 1.27457
C 0.39218 2.95165 -0.47711
O -0.39448 2.04699 0.30087
H 1.36216 3.11474 -0.00163
H -0.14430 3.89624 -0.60212
H 0.53980 2.48710 -1.45149
H -0.50568 2.46417 1.17500

---

Record 2
Below is a structure of composition C10H10Br2Eu, with properties calculated with ωB97M-V/def2-TZVPD.

Results
Total charge: -1
Highest occupied orbital energy (alpha / beta) (eV): -4.3 / -4.4
2S+1: 7
E_LUMO (alpha / beta) (eV): 1.65 / 3.03
E_tot (Eh): -6245.5584

Atoms and positions in Å:
C 0.07646 1.91704 -1.50685
C -0.55845 2.39348 -0.33243
C 0.41675 2.46068 0.70696
H -1.60169 2.68537 -0.23109
C 1.65812 1.95520 0.16408
C 1.42682 1.62537 -1.20230
H 2.18381 1.25696 -1.90093
H -0.38370 1.81765 -2.48830
H 0.24773 2.77948 1.74178
H 2.60715 1.85607 0.71479
Eu 0.01977 -0.11474 0.99287
Br -2.34093 0.28329 2.28522
C -0.43216 -2.53746 -0.26124
C 0.63070 -2.14653 -1.15404
C 0.08613 -1.27994 -2.12584
H 1.65822 -2.49357 -1.08240
C -1.29563 -1.08732 -1.84030
C -1.61996 -1.85597 -0.68860
H -2.59680 -1.93047 -0.20804
H -0.33365 -3.21249 0.59487
H 0.61793 -0.85149 -2.96447
H -1.98746 -0.46599 -2.40616
Br 2.34858 -1.19735 2.09623

---

Record 3
Below is a structure of composition C10H10BrCdI, with properties calculated with ωB97M-V/def2-TZVPD.

Results
Total charge: -2
Highest occupied orbital energy (eV): 0.3
E_LUMO (eV): 4.62
E_tot (Eh): -3426.5107

Atoms and positions in Å:
C -1.93295 -0.84370 -0.83837
C -1.93279 -1.36457 0.50314
C -2.00286 -0.25547 1.39206
H -2.00979 -2.42470 0.78458
C -2.06632 0.93172 0.62911
C -2.03839 0.58936 -0.76206
H -2.16384 1.28015 -1.60310
H -1.84583 -1.42075 -1.76607
H -1.84318 -0.29664 2.46332
H -2.09850 1.94410 1.01364
Cd 0.66583 -0.30575 -0.59660
Br 1.86998 -1.54935 -2.40831
C 2.71738 0.73214 -4.67293
C 1.61597 1.51671 -5.09676
C 0.60982 0.62574 -5.63386
H 1.53432 2.60332 -5.03869
C 1.10411 -0.69917 -5.54938
C 2.40249 -0.65512 -4.92186
H 3.06876 -1.50583 -4.77935
H 3.61051 1.08700 -4.15709
H -0.35077 0.93205 -6.04912
H 0.56971 -1.61442 -5.80327
I 1.72254 0.78569 1.65529

---

Record 4
Below is a structure of composition C10H10BrMgNO3, with properties calculated with ωB97M-V/def2-TZVPD.

Results
Total charge: -2
Highest occupied orbital energy (eV): 0.0
ΔE to the lowest compared entry with this formula, charge and spin (kJ/mol): 39.2
E_LUMO (eV): 5.30
E_tot (Eh): -3441.6047

Atoms and positions in Å:
C -1.81300 -0.83988 -1.33660
C -2.25134 -1.39430 -0.11084
C -2.62729 -0.32059 0.72795
H -2.26444 -2.45992 0.09745
C -2.45360 0.92535 0.00298
C -2.04208 0.58351 -1.30914
H -1.88355 1.26030 -2.14123
H -1.43894 -1.43057 -2.18924
H -2.98220 -0.40858 1.73968
H -2.65176 1.93939 0.37567
Mg 1.53066 -0.49399 -1.69870
Br 3.03872 -2.33674 -1.01837
C 2.43242 0.64886 -3.40922
C 1.19012 1.37508 -3.21381
C 0.12884 0.53371 -3.63216
H 1.02985 2.42966 -2.97658
C 0.66723 -0.75827 -3.89088
C 2.10410 -0.68488 -3.79417
H 2.82817 -1.48460 -4.00610
H 3.46676 1.03574 -3.38618
H -0.90852 0.85855 -3.80418
H 0.08677 -1.61607 -4.23520
O 1.17837 1.40532 1.71404
N 1.25488 0.67348 0.72582
O 1.06102 -0.58734 0.76886
O 1.54772 1.18258 -0.45746

---

Record 5
Below is an isolated molecule of C10H10Cl2O, with properties calculated with ωB97M-V/def2-TZVPD.

Results
Total charge: 0
Highest occupied orbital energy (eV): -9.3
ΔE to the lowest compared entry with this formula, charge and spin (kJ/mol): 28.1
SMILES string: Cl[C@H]1CCO[C@@]1(Cl)c1ccccc1
E_LUMO (eV): 0.78
E_tot (Eh): -1382.6297

Atoms and positions in Å:
Cl 0.77394 -2.09378 0.85382
C 1.54767 -0.43538 0.88026
C 2.96409 -0.50953 0.14498
C 2.68574 0.33265 -1.17709
O 1.33255 0.45382 -1.34345
C 0.77281 0.57474 -0.08169
Cl 1.09524 2.24268 0.55361
C -0.75635 0.36133 -0.02463
C -1.48931 0.67463 1.08763
C -2.83658 0.39627 1.19459
C -3.48501 -0.18799 0.08570
C -2.79517 -0.56939 -1.01379
C -1.36029 -0.31404 -1.03927
H 1.34622 -0.18054 1.88927
H 3.26338 -1.65434 -0.13811
H 3.71237 -0.14470 0.82306
H 3.26417 1.36505 -1.02870
H 2.96573 -0.14152 -2.15851
H -1.09321 1.14381 1.94285
H -3.46815 0.72789 1.96831
H -4.49278 -0.57696 0.29755
H -3.15704 -0.96818 -1.87905
H -0.79001 -0.49653 -1.83734

---

Record 6
Below is a cluster of 2 separate species, C10H10FIN2O3 in total, with properties calculated with ωB97M-V/def2-TZVPD.

Results
Total charge: 0
Highest occupied orbital energy (eV): -7.7
E_LUMO (eV): -1.77
E_tot (Eh): -1119.6176

Atoms and positions in Å:
C -1.79217 1.05089 -0.43004
C -1.62386 -0.14118 -1.39563
C -0.15005 -0.43958 -1.76093
I 0.27821 0.61717 -3.60287
C 0.82822 -0.18837 -0.63638
C 1.98193 0.51625 -0.86511
N 2.85894 0.70139 0.10110
C 2.68843 0.24741 1.34574
C 1.58682 -0.45291 1.65447
C 0.65700 -0.67318 0.64333
C -0.51167 -1.51658 1.03847
O -0.88637 -2.49764 0.47824
O -1.11772 -1.07789 2.23156
O -2.54455 -1.15717 2.05551
C -3.05899 -0.14963 2.68049
N -3.31662 0.91218 3.08740
H -0.95470 1.72661 -0.59293
H -2.68143 1.59865 -0.71804
H -1.83862 0.73705 0.60080
H -2.18527 0.07777 -2.29157
H -2.04704 -1.06162 -1.00230
H -0.07217 -1.49738 -1.99100
H 2.27816 0.93736 -1.93949
H 3.71188 1.19658 -0.12282
H 3.46951 0.42993 2.06269
H 1.45131 -0.83926 2.64733
F 2.99082 0.94313 -3.27804

---

Record 7
Below is an isolated molecule of C10H10FNO, with properties calculated with ωB97M-V/def2-TZVPD.

Results
Total charge: 0
Highest occupied orbital energy (eV): -8.7
ΔE to the lowest compared entry with this formula, charge and spin (kJ/mol): 97.3
SMILES string: [H]/N=C1/c2ccccc2OC[C@@]1(C)F
E_LUMO (eV): 0.42
E_tot (Eh): -616.8579

Atoms and positions in Å:
H -0.56535 -1.85610 -2.80539
N -0.90823 -1.48209 -1.88229
C -0.10566 -0.73089 -1.23475
C -0.58795 -0.55348 0.20765
C -1.93570 -0.89896 0.45975
C -2.23303 -1.12115 1.82065
C -1.32186 -0.80980 2.84037
C -0.03379 -0.28833 2.56019
C 0.33458 -0.13356 1.23028
O 1.56973 0.38011 0.93214
C 2.08115 -0.00011 -0.32432
C 1.07134 0.15301 -1.57084
C 0.69135 1.50525 -1.97386
F 1.72877 -0.59214 -2.62715
H -2.34969 -1.26728 -0.44900
H -3.29005 -1.44901 1.98703
H -1.66239 -1.19921 3.85803
H 0.64620 -0.10761 3.31996
H 2.47758 -0.97781 -0.24604
H 2.93084 0.67278 -0.56185
H -0.11889 1.43502 -2.59224
H 1.49966 1.93437 -2.47143
H 0.46290 2.06967 -1.04916

---

Record 8
Below is a cluster of 2 separate species, C10H10N2 in total, with properties calculated with ωB97M-V/def2-TZVPD.

Results
Total charge: 0
Highest occupied orbital energy (eV): -9.2
ΔE to the lowest compared entry with this formula, charge and spin (kJ/mol): 262.5
SMILES string: c1ccncc1.c1ccncc1
E_LUMO (eV): 0.93
E_tot (Eh): -496.4971

Atoms and positions in Å:
C -1.87940 -2.45146 -2.56887
C -1.63276 -2.23133 -1.21186
C -0.81879 -1.23095 -0.84982
N -0.13230 -0.39284 -1.70822
C -0.30254 -0.60354 -3.00532
C -1.28262 -1.55735 -3.47562
H -2.58511 -3.21438 -2.77957
H -1.93940 -2.97992 -0.40421
H -0.79863 -1.03939 0.22380
H 0.16916 -0.06366 -3.80644
H -1.35507 -1.86913 -4.47390
C 1.79328 2.54905 2.54578
C 1.24830 1.73779 3.47382
C 0.39346 0.65098 3.04199
N 0.09997 0.33530 1.71862
C 0.85886 1.08737 0.82244
C 1.68316 2.17679 1.16409
H 2.20665 3.43531 2.99266
H 1.12033 1.99270 4.49705
H -0.04294 -0.06499 3.82082
H 0.84845 0.73149 -0.25943
H 2.23708 2.71074 0.49662

---

Record 9
Below is an isolated molecule of C10H10N2, with properties calculated with ωB97M-V/def2-TZVPD.

Results
Total charge: 0
Highest occupied orbital energy (eV): -8.0
ΔE to the lowest compared entry with this formula, charge and spin (kJ/mol): 289.2
SMILES string: Nc1cccc(-n2cccc2)c1
E_LUMO (eV): 0.95
E_tot (Eh): -496.4870

Atoms and positions in Å:
N -3.10390 -1.63183 -0.33226
C -2.34707 -0.44613 -0.21126
C -2.87231 0.78040 0.26315
C -1.84846 1.77534 0.24311
C -0.50017 1.55228 0.11151
C -0.04816 0.27262 -0.24662
N 1.30471 0.05048 -0.06687
C 2.03577 -1.02115 0.70075
C 3.38911 -0.90668 0.37015
C 3.57588 0.30580 -0.34518
C 2.28959 0.84050 -0.63659
C -0.91616 -0.72568 -0.48383
H -2.73802 -2.42855 0.04574
H -4.10833 -1.66313 -0.15690
H -3.97687 0.77554 0.62675
H -2.00561 2.72003 0.83541
H 0.30050 2.26806 0.32183
H 1.45402 -1.63675 1.44560
H 4.22485 -1.52809 0.66589
H 4.43888 0.80800 -0.92889
H 2.04437 1.56052 -1.27698
H -0.59264 -1.72159 -0.94450

---

Record 10
Below is an isolated molecule of C10H10N2O, with properties calculated with ωB97M-V/def2-TZVPD.

Results
Total charge: 0
Highest occupied orbital energy (eV): -8.3
ΔE to the lowest compared entry with this formula, charge and spin (kJ/mol): 554.7
SMILES string: Cc1noc(N)c1-c1ccccc1
E_LUMO (eV): 0.64
E_tot (Eh): -571.6143

Atoms and positions in Å:
C -0.56316 -2.71710 -0.19225
C 0.87163 -1.95159 -0.29917
N 2.00177 -2.71440 -0.40154
O 3.06141 -1.59446 -0.29675
C 2.43484 -0.44086 -0.23345
N 3.07670 0.75636 0.00546
C 1.06149 -0.46050 -0.23360
C 0.02337 0.56404 -0.12285
C 0.02813 1.76862 0.52947
C -1.25165 2.41440 1.03746
C -2.56165 2.05407 0.58412
C -2.37187 0.89272 -0.35220
C -1.25909 0.32383 -0.71374
H -1.07387 -2.47135 0.76901
H -1.41526 -2.63785 -1.02792
H -0.44680 -3.83720 0.13691
H 2.80882 1.52338 -0.70438
H 4.06123 0.90963 -0.40229
H 0.98584 2.27056 0.97621
H -1.28243 2.87696 2.15657
H -3.46840 2.65134 0.86456
H -3.35613 0.56014 -0.79682
H -1.36494 -0.74075 -1.28284

---

Short version: maximum force = 1.939, 2.774, 2.459, 2.453, 4.653, 2.515, 4.820, 4.142, 5.871, 7.694 eV Å⁻¹, in the order given.